[1]
82
Properties=species:S:1:pos:R:3:lowdin_spin:R:1 method="wB97M-V/def2-TZVPD" homo_lumo_gap_ev="7.5 / 8.0" total_energy_ha=-4046.43232 total_charge=+2 s_squared=0.765 spin_multiplicity=2 homo_ev="-13.8447 / -13.8448"
Co -0.3061 0.2029 0.3065 0.95
N 0.5953 1.6651 3.0960 0.00
C 0.0869 0.4418 3.2812 0.00
N -0.0493 0.0089 4.5206 0.00
C -0.5755 -1.2095 4.6672 0.00
N -0.7233 -1.6822 5.8989 0.00
N -0.9701 -2.0172 3.6478 0.00
C -0.7758 -1.5233 2.4667 0.00
N -0.2609 -0.3044 2.1918 -0.01
C -1.1415 -2.3248 1.2729 0.00
C -1.7613 -3.5524 1.3605 0.00
C -2.0439 -4.2325 0.1839 0.00
C -1.6909 -3.6615 -1.0290 0.00
C -1.0835 -2.4199 -1.0312 0.00
N -0.8179 -1.7594 0.1009 0.02
H 0.7545 2.2422 3.9050 0.00
H 0.6914 2.0573 2.1793 0.00
H -0.4723 -1.1106 6.6871 0.00
H -1.1416 -2.5857 6.0373 0.00
H -1.9969 -3.9488 2.3380 0.00
H -2.5300 -5.2006 0.2150 0.00
H -1.8799 -4.1673 -1.9660 0.00
H -0.7906 -1.9379 -1.9563 0.00
O -1.2484 1.4116 -0.8306 0.01
S -2.3430 1.7134 -1.8675 0.00
C -3.8220 0.6890 -1.4608 0.00
C -4.5230 0.9671 -0.1602 0.00
C -5.7559 1.6144 -0.1695 0.00
C -6.3919 1.9444 1.0208 0.00
C -5.8006 1.6361 2.2383 0.00
C -4.5840 0.9655 2.2618 0.00
C -3.9603 0.6263 1.0701 0.00
C -2.8937 3.3880 -1.4012 0.00
C -1.7937 4.1055 -0.6711 0.00
C -0.6724 4.5788 -1.3485 0.00
C 0.3187 5.2650 -0.6633 0.00
C 0.1923 5.4867 0.7038 0.00
C -0.9211 5.0101 1.3840 0.00
C -1.9102 4.3149 0.6982 0.00
H -3.4355 -0.3292 -1.5264 0.00
H -4.4811 0.8646 -2.3148 0.00
H -6.2261 1.8643 -1.1166 0.00
H -7.3533 2.4438 0.9948 0.00
H -6.2947 1.9018 3.1660 0.00
H -4.1262 0.6998 3.2097 0.00
H -3.0383 0.0715 1.0959 0.00
H -3.7851 3.2972 -0.7882 0.00
H -3.1423 3.8576 -2.3540 0.00
H -0.5796 4.4195 -2.4203 0.00
H 1.1818 5.6448 -1.1989 0.00
H 0.9542 6.0459 1.2349 0.00
H -1.0324 5.1995 2.4462 0.00
H -2.7854 3.9474 1.2270 0.00
C 5.8023 1.1985 3.5826 0.00
C 5.8643 1.6637 2.1245 0.00
C 4.5201 1.6046 1.4121 0.00
N 4.0673 0.2045 1.3405 0.00
C 2.9418 -0.2064 0.8196 0.00
S 1.9081 0.9181 0.0278 0.03
N 2.5902 -1.5270 0.8489 0.00
C 2.9455 -2.5787 1.7511 0.00
O 2.0426 -3.2842 2.1273 0.00
C 4.3626 -2.7779 2.1246 0.00
C 4.6432 -3.2273 3.4134 0.00
C 5.9557 -3.4525 3.7931 0.00
C 6.9848 -3.2634 2.8780 0.00
C 6.7032 -2.8590 1.5779 0.00
C 5.3939 -2.6131 1.1991 0.00
H 6.7867 1.2639 4.0485 0.00
H 5.4702 0.1576 3.6801 0.00
H 5.1164 1.8253 4.1611 0.00
H 6.5962 1.0692 1.5662 0.00
H 6.2054 2.6983 2.0863 0.00
H 4.5897 2.0113 0.4042 0.00
H 3.7728 2.1881 1.9540 0.00
H 4.6910 -0.4883 1.7232 0.00
H 1.6783 -1.6880 0.4584 0.00
H 3.8240 -3.3918 4.1046 0.00
H 6.1766 -3.7871 4.7992 0.00
H 8.0104 -3.4487 3.1729 0.00
H 7.5029 -2.7510 0.8551 0.00
H 5.1684 -2.3385 0.1725 0.00

[2]
17
Properties=species:S:1:pos:R:3:nbo_charge:R:1 method="wB97M-V/def2-TZVPD" smiles="CNC=C(O)O.S=CI" homo_lumo_gap_ev="7.2 / 7.2" total_energy_ha=-1058.21604 relative_energy_kcal_mol=7.1 homo_ev="-7.7051 / -7.7050"
C -0.5996 0.2767 1.5110 0.54
C -0.9176 -1.2082 -1.7873 -0.41
C -0.9693 0.0103 0.2476 -0.17
C 2.3452 1.2462 -0.5739 -0.51
N -0.3856 -1.0456 -0.4942 -0.63
O 0.5166 -0.3420 2.1241 -0.73
O -1.2130 1.1702 2.2961 -0.70
S 0.8324 1.9522 -0.7327 0.09
I 3.1133 -0.3354 -1.7125 0.17
H -0.8861 -0.1548 -2.1440 0.21
H -0.3336 -2.0879 -2.3209 0.21
H -2.0782 -1.4021 -1.8251 0.15
H -1.8176 0.5593 -0.1386 0.21
H 3.1430 1.4925 0.1078 0.20
H 0.6197 -0.2201 3.1375 0.50
H -0.4951 -1.9108 0.0410 0.37
H -0.8747 1.9996 2.2640 0.48

[3]
28
Properties=species:S:1:pos:R:3:nbo_charge:R:1 method="wB97M-V/def2-TZVPD" homo_lumo_gap_ev="6.9 / 6.9" total_energy_ha=-807.32964 relative_energy_kcal_mol=132.4 homo_ev="-7.8104 / -7.8077"
C -1.4301 -2.8389 -0.8994 -0.28
C -1.4731 -1.7206 -0.4454 -0.38
C 4.0166 -0.2187 0.3009 -0.17
C 3.0293 -1.0950 0.7981 -0.23
C 3.6560 0.6980 -0.7037 -0.24
C 1.7073 -0.9250 0.3654 -0.13
C 2.3038 0.8522 -1.0943 -0.09
C 1.3108 0.0392 -0.5064 -0.27
C -0.0120 0.3246 -0.8729 -0.18
C -1.8869 -0.2856 1.5810 -1.02
C -1.3043 2.0274 0.3738 -1.03
C -3.0201 0.3162 -1.2279 -0.89
P -1.5227 0.1371 -0.0848 1.42
H -1.3287 -3.8375 -1.1134 0.22
H 5.0204 -0.3688 0.7140 0.22
H 3.2972 -1.9014 1.4924 0.22
H 4.4927 1.2603 -1.1885 0.22
H 0.8606 -1.5228 0.7867 0.23
H 2.0271 1.5860 -1.7224 0.21
H -2.1744 -1.3131 1.8776 0.26
H -1.0096 -0.0341 2.2004 0.25
H -2.4271 0.4758 2.0011 0.24
H -1.2764 2.5910 -0.5388 0.23
H -2.2233 2.4095 0.8697 0.22
H -0.5145 2.3400 1.1240 0.23
H -2.9694 -0.1521 -2.1701 0.25
H -3.8654 -0.1932 -0.7683 0.24
H -3.2838 1.3496 -1.1487 0.22

[4]
156
Properties=species:S:1:pos:R:3:mulliken_charge:R:1 method="wB97M-V/def2-TZVPD" homo_lumo_gap_ev=7.5 total_energy_ha=-3019.45067 relative_energy_kcal_mol=47.4 total_charge=+6 homo_ev=-18.9714
C 0.1678 0.2478 -0.2021 -1.06
O 1.1454 0.6700 -0.9579 0.23
O 0.0183 0.6737 1.0321 -0.20
O -0.5453 -0.7555 -0.5812 0.09
C -5.0960 0.2000 0.2830 -1.34
C -3.9799 -0.8581 0.3378 0.83
N -4.4087 -2.1746 0.7702 0.53
C -4.5682 -3.2663 -0.0338 -0.05
C -4.9368 -4.2808 0.7969 -0.87
N -4.9705 -3.8217 2.0951 0.20
C -4.7265 -2.4955 2.0305 -0.27
C -5.1930 -4.6871 3.2534 -0.67
H -4.6664 1.0304 -0.2773 0.35
H -5.4218 0.4604 1.2867 0.42
H -5.9334 -0.1472 -0.3214 0.40
H -3.0897 -0.6079 0.9204 -0.15
H -3.5426 -1.0018 -0.6520 -0.52
H -4.4859 -3.2847 -1.1049 0.26
H -5.1081 -5.3247 0.5872 0.45
H -4.8137 -1.8245 2.8684 0.49
H -5.0910 -5.7176 2.9289 0.32
H -6.0607 -4.4456 3.8631 0.36
H -4.3750 -4.5424 3.9670 0.23
C -4.5473 -1.2686 -3.5537 -1.29
C -3.0788 -1.1759 -3.9157 0.07
N -2.5388 0.1075 -4.3853 0.43
C -1.8262 0.9909 -3.6148 -0.37
C -1.6237 2.1229 -4.3212 -0.67
N -2.1727 1.8941 -5.5859 0.12
C -2.6635 0.6541 -5.6010 -0.25
C -2.1191 2.9018 -6.6850 -0.80
H -4.9240 -0.4609 -2.9265 0.28
H -4.8510 -2.2400 -3.1711 0.30
H -5.0987 -1.1896 -4.4947 0.48
H -2.8613 -1.8564 -4.7417 0.44
H -2.3559 -1.3956 -3.1237 -0.32
H -1.5545 0.8693 -2.5731 0.36
H -1.1198 3.0618 -4.1717 0.55
H -3.2235 0.2262 -6.4194 0.52
H -3.0943 3.3904 -6.6445 0.40
H -2.0942 2.3770 -7.6350 0.36
H -1.3591 3.6373 -6.4534 0.27
C 0.1229 -3.6474 6.8874 -1.12
C -1.0294 -3.9861 5.9841 -0.56
N -0.8920 -3.5545 4.5976 0.34
C -0.7984 -2.2849 4.0834 -1.32
C -0.6532 -2.3821 2.7279 -0.82
N -0.8340 -3.7401 2.4318 0.69
C -1.0118 -4.4121 3.5742 -0.35
C -1.1086 -4.2320 1.1164 -0.76
H 1.1228 -3.9336 6.5552 0.35
H -0.0428 -4.1304 7.8487 0.41
H 0.2412 -2.5678 7.0206 0.18
H -2.0096 -3.5987 6.2882 0.35
H -1.2618 -5.0501 6.0770 0.52
H -0.7893 -1.4953 4.8193 0.71
H -0.6635 -1.6656 1.9083 0.95
H -1.3978 -5.4112 3.7048 0.48
H -0.8876 -3.4855 0.3542 -0.01
H -2.1599 -4.5129 1.0288 0.25
H -0.5273 -5.1241 0.8756 0.48
C 1.3227 -4.3485 -2.2096 -1.23
C 0.1009 -3.4190 -2.4835 0.05
N 0.4033 -2.6393 -3.6943 0.74
C 0.1653 -3.0056 -4.9932 -0.78
C 0.5121 -1.9474 -5.7999 -0.53
N 0.9782 -0.9525 -4.9679 0.43
C 0.8844 -1.3928 -3.7148 -0.64
C 1.4879 0.3599 -5.3594 -0.85
H 1.2010 -4.9796 -1.3330 0.35
H 2.2185 -3.7290 -2.1476 0.30
H 1.5060 -4.9938 -3.0727 0.41
H 0.2213 -2.8812 -1.5454 -0.52
H -0.8443 -3.9153 -2.6730 0.49
H -0.3815 -3.8930 -5.2683 0.57
H 0.5809 -1.7484 -6.8579 0.62
H 1.1550 -0.7733 -2.8595 0.49
H 2.5343 0.1187 -5.5670 0.46
H 1.3255 1.1937 -4.6942 0.08
H 1.0873 0.6171 -6.3402 0.38
C 2.9612 -3.0235 1.5804 -1.22
C 2.4286 -1.6236 1.2360 0.94
N 3.4833 -0.6711 0.8959 0.66
C 4.6732 -0.8587 0.2076 -0.31
C 5.4136 0.2767 0.3024 -0.81
N 4.5739 1.2469 0.7857 0.34
C 3.4556 0.6470 1.1918 -0.78
C 4.8831 2.6621 0.9465 -0.82
H 2.1318 -3.7289 1.4996 0.29
H 3.4344 -3.1395 2.5492 0.27
H 3.5553 -3.2815 0.7023 0.47
H 1.7650 -1.2358 2.0054 -0.06
H 1.7971 -1.6851 0.3443 -0.80
H 4.9299 -1.8520 -0.1219 0.58
H 6.3942 0.5068 -0.0809 0.53
H 2.6099 1.1393 1.6469 0.59
H 5.2572 2.8586 1.9532 0.40
H 4.0470 3.3170 0.7298 0.23
H 5.7649 2.8608 0.3383 0.35
C 5.4584 -1.0718 -4.6270 -1.01
C 5.9041 -0.2452 -3.4459 -0.39
N 5.1412 1.0038 -3.2727 0.40
C 5.4775 2.1434 -3.9805 -0.62
C 4.4564 3.0248 -3.8404 -0.46
N 3.6511 2.4988 -2.8424 0.45
C 4.0165 1.2498 -2.5633 -0.62
C 2.4905 3.2078 -2.3518 -0.33
H 4.3886 -1.2722 -4.6651 0.08
H 6.0320 -2.0009 -4.6013 0.45
H 5.7708 -0.6723 -5.5953 0.39
H 6.9542 0.0349 -3.4494 0.45
H 5.5844 -0.7524 -2.5292 0.02
H 6.3427 2.1363 -4.6243 0.50
H 4.2980 4.0300 -4.1925 0.56
H 3.4499 0.5928 -1.9177 0.65
H 1.5763 2.8678 -2.8384 -0.06
H 2.5983 4.2793 -2.4885 0.45
H 2.3194 2.9417 -1.3074 -0.06
C -3.3992 4.0716 0.7381 -0.80
C -2.5712 4.3900 -0.4930 -0.21
N -1.2943 4.9797 -0.0901 0.35
C -0.1391 4.3563 0.2362 -0.50
C 0.7950 5.3161 0.6066 -1.27
N 0.1321 6.5112 0.5747 0.15
C -1.1241 6.2861 0.2542 -0.14
C 0.7847 7.7966 0.8203 -0.84
H -4.4179 3.9487 0.3712 0.43
H -3.3538 4.9018 1.4433 0.49
H -3.0224 3.2266 1.3107 -0.14
H -3.0336 5.1630 -1.1137 0.39
H -2.4940 3.5902 -1.2302 -0.09
H -0.0182 3.2872 0.0914 0.89
H 1.8336 5.2502 0.8757 0.66
H -1.8888 7.0129 0.0236 0.43
H 1.5330 8.0106 0.0600 0.38
H 1.1727 7.9437 1.8255 0.36
H 0.0813 8.6240 0.7075 0.34
C 2.3815 -0.1013 6.8110 -1.00
C 1.8897 1.2033 6.1922 -0.65
N 0.5021 1.0902 5.7467 0.53
C -0.5500 1.0660 6.6256 -0.63
C -1.6854 1.3068 5.8983 -0.34
N -1.3111 1.5727 4.6255 0.27
C 0.0170 1.3488 4.5090 -0.37
C -2.1007 1.9971 3.4597 -0.84
H 2.0666 -0.1610 7.8522 0.36
H 3.4660 -0.2032 6.8579 0.45
H 2.0668 -0.9295 6.1745 0.18
H 2.5140 1.5031 5.3497 0.36
H 1.8711 2.0671 6.8571 0.41
H -0.4625 0.7678 7.6576 0.50
H -2.7235 1.4161 6.1701 0.54
H 0.6601 1.4781 3.6531 0.21
H -3.1420 1.7060 3.5735 0.33
H -1.5875 1.5714 2.5940 0.17
H -2.0080 3.0736 3.6259 0.43